Density functional theory data (ωB97M-V/def2-TZVPD) for a cluster of 15 separate species, C50H81BF3O31S5 in total.

```
171
Properties=species:S:1:pos:R:3:forces:R:3
O 0.998 1.435 1.202 0.1987 0.3116 -0.1533
C 0.215 0.564 0.959 0.0064 -0.2624 0.2080
O 0.342 -0.398 0.072 -0.0493 0.0495 -0.2455
B -0.850 -1.289 0.105 0.4970 0.7027 0.0843
O -1.705 -0.717 1.174 0.1788 -0.2197 -0.2063
C -1.104 0.335 1.704 -0.1766 -0.1670 0.3020
O -1.492 0.982 2.635 -0.0674 0.0814 0.1164
O -0.382 -2.657 0.327 -0.7521 -0.1254 0.1950
C -0.975 -3.454 -0.551 0.2748 -0.0684 -0.4361
O -0.888 -4.643 -0.626 -0.1026 -0.0348 0.2134
C -1.656 -2.542 -1.608 0.7297 0.1638 -0.1270
O -1.528 -1.287 -1.197 -0.2897 -0.2234 0.2953
O -2.037 -2.888 -2.686 -0.4783 -0.1805 -0.0174
F 4.975 -1.462 -4.739 0.0054 -0.0649 -0.0458
C 4.058 -2.216 -4.098 -0.0821 0.2783 -0.0112
C 3.003 -1.577 -3.471 -0.5054 0.3480 -0.0840
C 2.022 -2.333 -2.862 -0.0214 -0.9522 0.7547
C 2.171 -3.718 -2.756 0.2867 -0.3715 -0.2062
C 3.260 -4.326 -3.355 0.5115 0.1716 -0.2358
C 4.191 -3.584 -4.083 -0.1817 -0.2972 0.1117
H 2.883 -0.501 -3.476 0.2971 0.0255 -0.1958
H 1.181 -1.886 -2.347 0.0300 0.3077 -0.1990
H 1.497 -4.384 -2.231 -0.3050 0.4382 0.1239
H 3.464 -5.384 -3.243 -0.3469 -0.0611 -0.0748
H 4.969 -4.092 -4.635 0.2108 0.1997 0.1163
F -1.048 -1.644 -7.405 0.0809 -0.1584 -0.1412
C -2.276 -1.433 -6.913 -0.9127 0.7931 0.3648
C -3.148 -0.580 -7.575 0.2592 -0.3991 -0.9020
C -4.414 -0.366 -7.068 -0.4927 0.1592 0.6670
C -4.785 -0.934 -5.854 0.2965 0.1638 0.9776
C -3.860 -1.663 -5.111 -0.1267 -0.1797 -1.0293
C -2.632 -1.952 -5.689 0.9328 -0.4372 0.5976
H -2.874 -0.167 -8.539 0.1339 0.1017 0.1226
H -5.104 0.317 -7.547 0.0618 -0.1355 -0.2531
H -5.721 -0.749 -5.338 -0.1987 0.2248 -0.5346
H -4.119 -2.039 -4.133 0.1462 -0.0703 0.0446
H -1.886 -2.534 -5.158 -0.1294 -0.0397 0.0622
F 2.000 2.281 -2.644 0.1746 -0.1053 -0.3429
C 0.910 1.968 -3.397 0.0712 0.5456 0.5048
C 0.153 0.894 -3.001 -0.5418 -0.4396 -0.0705
C -1.009 0.613 -3.704 -0.4281 0.1198 0.0834
C -1.411 1.406 -4.770 0.4305 -0.4263 -0.0353
C -0.581 2.440 -5.165 0.0100 0.5936 -0.3220
C 0.555 2.796 -4.444 0.0510 -0.7631 -0.2661
H 0.380 0.272 -2.148 0.3919 0.2105 0.0504
H -1.630 -0.211 -3.378 0.0413 -0.0281 -0.0459
H -2.309 1.150 -5.318 0.0110 0.0891 -0.0518
H -0.791 3.000 -6.070 -0.2139 0.0845 0.1355
H 1.179 3.623 -4.746 0.0126 0.0581 0.1063
C 1.208 -8.832 3.259 0.5098 -0.0612 -0.5659
S 0.705 -7.196 3.860 -0.3111 0.4502 0.3763
O 1.902 -6.396 4.148 0.6061 -0.9830 -0.0891
C 0.041 -6.633 2.296 -0.1344 -0.5241 -1.2131
H 2.025 -9.158 3.902 -0.2937 -0.0946 0.3241
H 1.643 -8.795 2.255 -0.1270 0.2597 -0.0020
H 0.375 -9.533 3.240 -0.0311 0.0163 0.2398
H -0.145 -5.568 2.188 -0.0146 0.0631 0.6579
H -0.877 -7.193 2.088 -0.0516 0.1039 0.1354
H 0.733 -6.886 1.485 0.1251 0.0248 0.1484
C -1.208 -2.811 3.565 0.0050 -0.3147 -0.7341
S -0.832 -4.072 4.817 -0.9956 0.6602 -0.3750
O 0.616 -4.227 4.898 0.0479 0.1047 0.5830
C -1.415 -3.121 6.257 0.4748 -0.8088 0.1377
H -2.261 -2.884 3.286 -0.0654 0.1147 0.2472
H -0.653 -3.107 2.671 0.0732 -0.1797 0.1394
H -0.919 -1.776 3.744 -0.0387 -0.0721 0.5481
H -1.200 -3.815 7.073 -0.1028 0.1822 0.1553
H -2.489 -2.959 6.206 0.0188 0.2327 -0.1100
H -0.803 -2.232 6.394 -0.1533 0.1619 -0.1346
C 2.871 -2.375 0.969 -0.2502 0.3245 -0.8136
S 2.302 -3.993 1.517 0.4225 0.1594 0.0809
O 2.502 -4.052 2.974 0.2825 -0.1179 -0.5563
C 3.635 -4.894 0.676 -0.3379 0.1425 -0.6736
H 2.259 -1.619 1.457 0.1133 -0.0443 0.2043
H 2.659 -2.284 -0.102 -0.0219 -0.1262 0.0322
H 3.938 -2.192 1.100 -0.0085 -0.1839 0.3798
H 3.343 -5.940 0.603 0.2530 -0.1001 0.3961
H 4.597 -4.717 1.152 -0.0526 -0.1672 0.2234
H 3.671 -4.524 -0.354 0.0244 0.0793 0.0558
C 3.064 0.255 3.508 1.2433 0.4893 0.7418
S 1.694 -0.765 4.082 -0.1563 0.6608 -1.6324
O 2.326 -1.977 4.614 -0.0074 0.5536 1.1228
C 1.149 0.417 5.364 0.0303 -0.7326 0.3605
H 3.869 -0.386 3.148 -0.4514 -0.3372 -0.3902
H 3.548 0.714 4.381 -0.3159 0.0930 0.0681
H 2.866 1.041 2.783 -0.4405 -0.1855 -0.0850
H 1.868 0.247 6.168 -0.1459 0.3138 0.1832
H 0.139 0.140 5.671 0.0864 -0.1680 0.1289
H 1.107 1.452 5.034 0.3030 -0.0730 -0.2536
C -4.629 1.676 2.487 0.5344 -0.7518 0.4142
S -5.812 1.378 1.178 -0.1237 0.2869 0.0523
O -6.846 0.456 1.725 0.0231 -0.0864 0.0509
C -6.585 3.031 1.233 -0.7050 -0.5380 0.4812
H -5.103 2.082 3.378 -0.1182 0.3893 -0.2236
H -3.769 2.246 2.134 -0.2854 0.4057 -0.0549
H -4.192 0.724 2.800 -0.1993 -0.1879 -0.3616
H -7.658 2.826 1.195 0.0778 -0.1841 -0.3975
H -6.312 3.656 0.389 0.2997 0.1849 0.1868
H -6.454 3.438 2.234 0.4665 0.4404 -0.2532
C -1.985 -6.352 -3.274 -0.5853 -0.5013 1.2680
O -1.565 -6.223 -4.614 0.0322 0.8719 -0.3863
C -1.455 -7.306 -5.357 0.0132 -0.4240 0.1709
O -1.498 -8.448 -4.976 -0.1248 -0.1207 0.0685
O -1.269 -6.928 -6.622 -0.0297 0.5105 -0.2397
C -1.160 -7.968 -7.586 -0.1965 -0.3553 0.2294
H -1.299 -6.938 -2.661 0.1004 -0.1245 -0.2739
H -2.982 -6.797 -3.200 0.1408 -0.2498 -0.2901
H -2.079 -5.384 -2.791 0.3664 0.3149 -0.5664
H -0.523 -8.757 -7.189 0.1121 -0.0089 -0.2499
H -0.777 -7.519 -8.496 0.2153 0.0542 0.0908
H -2.139 -8.398 -7.809 -0.0227 0.0397 0.1434
C -1.794 2.957 -0.463 0.3693 -0.2906 -0.2645
O -1.935 3.511 0.851 -0.3823 -0.0256 -0.2012
C -1.856 4.832 0.928 0.4252 0.5772 0.3525
O -1.531 5.603 0.066 -0.1556 -0.1973 -0.2715
O -2.147 5.185 2.187 -0.0440 -0.7652 0.6596
C -1.941 6.529 2.559 0.6531 1.4463 -1.0647
H -2.198 1.948 -0.419 -0.1770 0.0696 0.0466
H -0.742 2.883 -0.744 -0.0427 0.1252 0.1254
H -2.304 3.552 -1.217 -0.1112 0.0418 0.0957
H -1.147 6.997 1.966 0.0173 -0.3586 -0.1403
H -1.614 6.652 3.586 -0.4753 -0.6073 0.2221
H -2.820 7.119 2.304 -0.1658 -0.0515 0.3704
C 7.636 -0.774 1.755 0.1052 -0.0862 -0.9385
O 6.457 0.002 1.599 -0.3346 0.2904 0.7700
C 5.749 -0.085 0.478 0.4419 0.0820 -0.1523
O 6.064 -0.715 -0.497 0.0033 -0.2618 -0.1146
O 4.674 0.679 0.612 -0.2263 -0.3178 -0.0152
C 3.853 0.741 -0.560 -0.0842 0.7889 -0.5095
H 7.453 -1.827 1.537 -0.1419 -0.0081 0.3045
H 7.963 -0.593 2.771 0.0396 -0.1648 0.0554
H 8.395 -0.454 1.035 0.0053 0.1372 0.1460
H 4.421 1.220 -1.360 0.0114 -0.1909 -0.0607
H 3.021 1.394 -0.321 -0.0642 -0.0965 0.2355
H 3.480 -0.221 -0.904 0.1967 -0.1578 0.2583
C -4.907 7.154 4.245 -0.3417 0.2429 0.3148
O -3.949 6.383 4.958 0.2737 -0.1052 0.0522
C -4.024 5.060 4.743 -0.0135 0.6372 -0.2953
O -4.924 4.539 4.140 -0.0253 -0.4607 0.0126
O -2.948 4.503 5.265 0.1886 0.0471 0.5711
C -2.787 3.110 5.025 -0.3914 -0.6286 -0.9175
H -5.914 6.936 4.598 -0.0223 -0.0787 -0.0757
H -4.852 6.980 3.173 0.0181 -0.1023 -0.0157
H -4.674 8.190 4.473 0.0641 0.0001 -0.0561
H -2.561 2.971 3.967 0.0667 -0.0824 0.0660
H -3.706 2.557 5.221 -0.0200 0.1167 0.2046
H -1.976 2.701 5.617 0.0749 0.4140 0.2292
C 2.117 8.083 3.046 0.1794 -0.5538 -0.6934
O 1.342 7.057 3.668 -0.3955 0.2670 0.0826
C 1.379 5.873 3.054 0.7067 -0.4684 0.8055
O 2.063 5.601 2.105 -0.1562 0.1764 -0.3328
O 0.644 5.022 3.763 -0.4774 0.2654 -0.0388
C 0.438 3.731 3.190 0.2884 -0.5493 -0.7822
H 1.876 8.134 1.982 -0.1871 0.1785 0.0780
H 3.173 7.816 3.077 0.0326 0.2258 0.3134
H 1.875 9.007 3.553 0.1066 0.0308 0.1076
H 1.246 3.043 3.440 -0.0051 0.1256 0.2939
H 0.445 3.757 2.100 -0.0590 0.2515 0.0676
H -0.526 3.344 3.500 0.1161 0.1337 0.2434
C 1.660 4.443 -0.592 -1.1804 0.0353 -0.0630
O 2.651 5.056 -1.411 0.6891 -0.3544 0.4628
C 2.283 5.492 -2.594 -0.0242 0.6179 -0.0819
O 1.165 5.694 -2.989 -0.2193 -0.2656 -0.0810
O 3.397 5.759 -3.292 0.3790 -0.0910 0.0509
C 3.205 6.319 -4.587 -0.0533 0.0371 0.2472
H 1.117 3.716 -1.189 0.0586 -0.0418 0.0724
H 0.936 5.168 -0.215 0.1578 0.1526 -0.1944
H 2.110 3.967 0.269 0.4985 0.0158 -0.1936
H 4.168 6.267 -5.086 0.0004 -0.1815 -0.0212
H 2.925 7.370 -4.504 -0.2286 -0.0555 -0.0370
H 2.443 5.748 -5.111 0.0051 0.1755 -0.2111
```
Positions in Å, forces in eV/Å.

Computed properties:
* multiplicity: 1
* net charge: -1
* E_HOMO: -5.9514 eV

Results of the Löwdin charge analysis, in e, for atoms 1 through 6: O 0.136; C -0.400; O 0.195; B -0.911; O 0.228; C -0.400